Run a
{
  "formula": "C30H74O3",
  "method": "ωB97M-V/def2-TZVPD",
  "total_charge": 0,
  "homo_ev": -9.985,
  "lumo_energy_ev": 0.5,
  "orbital_gap_ev": 10.5,
  "species": ["C", "C", "C", "C", "C", "C", "H", "H", "H", "H", "H", "H", "H", "H", "H", "H", "H", "H", "H", "H", "C", "C", "C", "C", "C", "C", "H", "H", "H", "H", "H", "H", "H", "H", "H", "H", "H", "H", "H", "H", "C", "C", "C", "C", "C", "C", "H", "H", "H", "H", "H", "H", "H", "H", "H", "H", "H", "H", "H", "H", "C", "C", "C", "C", "C", "C", "H", "H", "H", "H", "H", "H", "H", "H", "H", "H", "H", "H", "H", "H", "C", "C", "O", "H", "H", "H", "H", "H", "H", "C", "C", "O", "H", "H", "H", "H", "H", "H", "C", "C", "O", "H", "H", "H", "H", "H", "H"],
  "positions_angstrom": [[1.11, 2.95, -0.84], [1.28, 1.75, 0.06], [0.44, 1.84, 1.43], [-1.04, 1.76, 1.19], [-1.86, 1.61, 2.45], [-3.34, 1.29, 2.24], [0.31, 2.82, -1.45], [1.88, 2.81, -1.45], [0.90, 3.83, -0.25], [2.45, 1.65, 0.26], [1.25, 0.71, -0.39], [0.70, 2.80, 1.99], [0.98, 1.09, 2.03], [-1.42, 0.83, 0.69], [-1.44, 2.50, 0.47], [-1.75, 2.45, 2.98], [-1.33, 0.92, 3.31], [-3.86, 2.02, 1.64], [-3.74, 1.20, 3.16], [-3.37, 0.34, 1.78], [2.55, 3.85, -4.91], [3.67, 2.85, -5.25], [4.02, 1.99, -4.03], [5.02, 0.81, -4.40], [5.40, 0.18, -3.00], [6.51, -0.96, -3.33], [1.59, 3.46, -4.50], [2.41, 4.66, -5.70], [3.08, 4.65, -4.14], [4.74, 3.27, -5.40], [3.31, 2.22, -5.99], [3.00, 1.59, -3.67], [4.43, 2.58, -3.24], [5.87, 1.21, -4.77], [4.40, 0.24, -5.09], [4.54, -0.31, -2.40], [5.96, 0.92, -2.39], [6.73, -1.19, -2.35], [7.52, -0.56, -3.48], [6.09, -1.80, -3.96], [-1.09, -4.93, 5.80], [0.04, -5.29, 4.82], [0.62, -4.00, 4.27], [1.63, -3.32, 5.15], [2.46, -2.25, 4.35], [1.63, -1.18, 3.92], [-1.71, -5.73, 6.13], [-1.62, -4.27, 5.33], [-0.49, -4.72, 6.68], [-0.45, -5.92, 3.99], [0.82, -6.06, 5.30], [-0.18, -3.39, 3.97], [0.96, -4.20, 3.36], [2.26, -4.24, 5.50], [0.96, -2.78, 5.93], [3.15, -2.56, 3.63], [3.13, -1.82, 4.97], [1.00, -0.98, 4.75], [1.04, -1.19, 3.07], [2.22, -0.35, 3.53], [-1.68, -2.75, 0.55], [-0.06, -2.91, 0.10], [0.23, -2.68, -1.34], [1.68, -2.82, -1.72], [2.07, -2.21, -3.16], [1.21, -2.84, -4.30], [-2.14, -1.97, 0.03], [-1.87, -2.60, 1.67], [-2.25, -3.53, 0.25], [0.21, -3.89, 0.42], [0.43, -1.97, 0.71], [-0.01, -1.68, -1.54], [-0.40, -3.22, -1.99], [1.86, -3.90, -1.85], [2.43, -2.23, -0.99], [3.16, -2.49, -3.16], [1.83, -1.02, -2.95], [1.56, -3.88, -4.57], [1.44, -2.39, -4.99], [0.26, -2.77, -4.15], [-4.78, 2.68, -1.39], [-6.08, 2.46, -2.22], [-7.13, 2.08, -1.36], [-5.11, 3.33, -0.61], [-3.99, 3.14, -2.02], [-4.75, 1.61, -1.03], [-6.02, 1.48, -2.82], [-6.27, 3.05, -2.91], [-7.89, 2.16, -1.71], [-3.48, -1.30, 5.43], [-4.75, -1.70, 4.70], [-4.70, -3.08, 4.26], [-2.63, -1.19, 4.78], [-3.02, -2.15, 6.11], [-3.65, -0.28, 5.78], [-5.01, -1.02, 3.79], [-5.70, -1.54, 5.39], [-5.11, -3.16, 3.57], [-0.87, 5.34, -3.75], [-2.08, 5.40, -2.76], [-2.86, 6.52, -3.12], [-0.15, 4.71, -3.14], [-0.26, 6.21, -3.79], [-0.97, 4.95, -4.63], [-1.71, 5.50, -1.77], [-2.64, 4.48, -2.73], [-3.72, 6.45, -2.81]],
  "lowdin_charge": [-0.11, -0.25, -0.21, -0.25, -0.27, -0.08, 0.03, 0.01, 0.09, 0.13, 0.10, 0.13, 0.08, 0.11, 0.13, 0.05, 0.16, 0.07, 0.02, 0.05, -0.14, -0.30, -0.27, -0.19, -0.22, -0.11, 0.06, 0.07, 0.12, 0.14, 0.07, 0.12, 0.09, 0.06, 0.11, 0.11, 0.10, 0.01, 0.06, 0.09, -0.10, -0.25, -0.29, -0.16, -0.27, -0.14, 0.07, -0.01, 0.08, 0.12, 0.14, 0.09, 0.07, 0.14, 0.14, 0.10, 0.07, 0.08, 0.03, 0.08, -0.07, -0.20, -0.30, -0.23, -0.20, -0.05, 0.02, 0.08, 0.01, 0.08, 0.14, 0.09, 0.10, 0.11, 0.14, 0.09, 0.14, 0.13, -0.08, 0.02, -0.04, -0.28, 0.01, 0.06, 0.06, 0.09, 0.14, 0.01, -0.03, -0.11, -0.29, 0.00, 0.03, 0.12, 0.07, 0.13, 0.13, -0.09, -0.04, -0.27, -0.05, 0.08, 0.07, 0.00, 0.09, 0.07, 0.04]
}

---

Run b
{
  "formula": "C30H74O3",
  "method": "ωB97M-V/def2-TZVPD",
  "total_charge": 0,
  "homo_ev": -8.354,
  "lumo_energy_ev": 0.5,
  "orbital_gap_ev": 8.9,
  "species": ["C", "C", "C", "C", "C", "C", "H", "H", "H", "H", "H", "H", "H", "H", "H", "H", "H", "H", "H", "H", "C", "C", "C", "C", "C", "C", "H", "H", "H", "H", "H", "H", "H", "H", "H", "H", "H", "H", "H", "H", "C", "C", "C", "C", "C", "C", "H", "H", "H", "H", "H", "H", "H", "H", "H", "H", "H", "H", "H", "H", "C", "C", "C", "C", "C", "C", "H", "H", "H", "H", "H", "H", "H", "H", "H", "H", "H", "H", "H", "H", "C", "C", "O", "H", "H", "H", "H", "H", "H", "C", "C", "O", "H", "H", "H", "H", "H", "H", "C", "C", "O", "H", "H", "H", "H", "H", "H"],
  "positions_angstrom": [[0.41, 92.14, 30.15], [0.54, 90.61, 30.21], [-0.53, 89.83, 29.63], [-0.32, 88.38, 29.80], [-1.47, 87.58, 29.05], [-1.04, 86.06, 29.04], [1.24, 92.72, 30.54], [-0.45, 92.51, 30.54], [0.30, 92.27, 29.19], [0.59, 90.42, 31.21], [1.52, 90.36, 29.74], [-0.63, 90.14, 28.63], [-1.54, 90.14, 29.87], [-0.09, 88.16, 30.91], [0.51, 88.07, 29.31], [-1.44, 87.82, 28.01], [-2.38, 87.84, 29.46], [-0.95, 85.77, 30.02], [-0.16, 85.96, 28.38], [-1.81, 85.42, 28.36], [5.88, 87.83, 38.41], [5.22, 86.63, 37.70], [4.52, 86.99, 36.43], [3.83, 85.79, 35.78], [2.80, 86.17, 34.57], [2.06, 85.13, 34.12], [6.46, 87.49, 39.41], [5.08, 88.68, 38.65], [6.62, 88.30, 37.78], [4.35, 86.25, 38.32], [6.26, 86.12, 37.44], [5.36, 87.36, 35.87], [3.73, 87.63, 36.58], [3.28, 85.38, 36.55], [4.49, 85.04, 35.43], [3.36, 86.65, 33.84], [2.17, 86.93, 35.23], [2.56, 84.37, 33.80], [1.15, 85.53, 33.37], [1.54, 84.69, 35.09], [6.27, 95.55, 34.05], [5.05, 95.86, 33.28], [4.17, 94.65, 33.06], [2.83, 94.95, 32.30], [1.89, 93.80, 32.52], [2.15, 92.69, 31.47], [5.96, 95.43, 35.01], [7.07, 96.14, 33.82], [6.74, 94.81, 33.74], [5.24, 96.31, 32.28], [4.38, 96.56, 33.79], [3.97, 94.28, 34.11], [4.49, 93.91, 32.35], [2.82, 95.38, 31.22], [2.48, 95.81, 32.85], [0.85, 93.91, 32.22], [1.97, 93.27, 33.25], [2.95, 92.10, 31.63], [2.38, 92.89, 30.41], [1.39, 92.02, 31.53], [-5.04, 85.88, 37.30], [-3.68, 85.43, 36.99], [-2.71, 86.63, 36.87], [-1.49, 86.22, 36.14], [-0.44, 87.41, 35.92], [0.83, 87.03, 35.33], [-5.33, 86.97, 36.84], [-5.35, 86.00, 38.24], [-6.16, 85.21, 37.10], [-3.42, 84.70, 36.08], [-3.32, 84.80, 37.80], [-2.33, 87.22, 37.74], [-3.18, 87.38, 36.31], [-1.57, 85.91, 34.97], [-0.95, 85.40, 36.60], [-0.50, 88.01, 36.84], [-0.84, 88.38, 35.39], [0.88, 86.77, 34.23], [1.25, 86.16, 35.91], [1.60, 87.86, 35.38], [1.42, 87.63, 31.68], [2.75, 88.35, 31.32], [3.14, 88.18, 30.01], [1.19, 87.64, 32.60], [1.42, 86.53, 31.47], [0.58, 88.26, 31.22], [3.46, 88.19, 32.04], [2.49, 89.54, 31.57], [3.92, 87.68, 30.06], [6.56, 85.00, 31.05], [6.76, 86.43, 30.74], [5.67, 87.07, 29.98], [6.05, 84.26, 30.22], [5.68, 84.82, 31.89], [7.46, 84.44, 31.42], [7.64, 86.36, 29.88], [7.18, 86.99, 31.43], [5.90, 86.70, 29.24], [0.02, 89.60, 26.31], [1.05, 88.74, 27.13], [2.15, 89.50, 27.58], [-0.18, 90.54, 26.78], [-0.89, 88.94, 26.07], [0.43, 89.88, 25.25], [1.38, 87.93, 26.59], [0.51, 88.26, 27.81], [2.33, 89.22, 28.37]],
  "lowdin_charge": [-0.12, -0.22, -0.22, -0.21, -0.17, -0.08, -0.07, 0.07, 0.04, 0.08, 0.13, 0.08, 0.14, 0.06, 0.04, 0.07, 0.07, 0.02, 0.07, 0.11, -0.16, -0.30, -0.25, -0.14, -0.37, -0.16, 0.11, 0.10, 0.04, 0.13, 0.15, 0.11, 0.09, 0.07, 0.10, 0.09, 0.00, 0.02, 0.14, 0.14, -0.08, -0.27, -0.21, -0.20, -0.15, -0.18, 0.06, 0.06, 0.00, 0.12, 0.11, 0.14, 0.10, 0.16, 0.08, 0.13, 0.01, 0.07, 0.14, 0.02, -0.17, -0.29, -0.26, -0.24, -0.25, -0.24, 0.12, -0.02, 0.15, 0.15, 0.10, 0.13, 0.08, 0.16, 0.11, 0.10, 0.14, 0.07, 0.10, 0.13, -0.05, -0.26, -0.03, -0.02, 0.12, 0.00, 0.06, 0.15, 0.02, -0.14, -0.26, -0.03, 0.13, 0.11, 0.08, 0.16, 0.06, -0.01, -0.06, -0.29, 0.02, 0.05, 0.09, 0.10, 0.09, 0.00, -0.06]
}

---

Top of the stability list: run a, leading by 12.455 eV.

---

Run a
{
  "formula": "C2H2OS",
  "method": "ωB97M-V/def2-TZVPD",
  "total_charge": 0,
  "homo_ev": -7.840,
  "lumo_energy_ev": -1.0,
  "orbital_gap_ev": 6.9,
  "species": ["C", "C", "O", "S", "H", "H"],
  "positions_angstrom": [[-0.71, 0.62, 1.45], [-0.55, -0.12, 0.28], [-0.78, 1.08, 2.50], [-1.59, -1.28, -0.80], [-0.43, 0.59, -0.47], [0.49, -0.66, 0.59]],
  "lowdin_charge": [-0.08, -0.67, 0.29, 0.26, 0.03, 0.17]
}

---

Run b
{
  "formula": "C2H2OS",
  "method": "ωB97M-V/def2-TZVPD",
  "total_charge": 0,
  "homo_ev": -9.563,
  "lumo_energy_ev": -1.6,
  "orbital_gap_ev": 7.9,
  "species": ["O", "C", "C", "S", "H", "H"],
  "positions_angstrom": [[1.77, 0.06, -0.04], [0.68, -0.38, -0.06], [-0.54, 0.45, -0.07], [-2.04, -0.12, -0.04], [0.48, -1.49, 0.10], [-0.34, 1.47, 0.11]],
  "lowdin_charge": [0.09, -0.39, -0.63, 0.76, 0.12, 0.04]
}

---

Run c
{
  "formula": "C2H2OS",
  "method": "ωB97M-V/def2-TZVPD",
  "total_charge": 0,
  "homo_ev": [-9.221, -9.219],
  "lumo_energy_ev": [-1.2, -1.2],
  "orbital_gap_ev": [8.0, 8.0],
  "species": ["C", "C", "O", "S", "H", "H"],
  "positions_angstrom": [[-0.51, -0.50, 0.93], [0.06, -1.41, 0.00], [-0.40, -0.40, 2.12], [-0.08, -2.64, -0.94], [-1.09, 0.24, 0.32], [1.17, 0.00, -0.45]],
  "lowdin_charge": [-0.47, -0.70, 0.05, 0.79, 0.13, 0.21]
}

---

Top of the stability list: run b, leading by 1.807 eV.

---

Run a
{
  "formula": "C5H6N2OS",
  "method": "ωB97M-V/def2-TZVPD",
  "total_charge": 0,
  "homo_ev": -7.962,
  "lumo_energy_ev": 0.0,
  "orbital_gap_ev": 7.9,
  "species": ["C", "C", "C", "N", "C", "S", "N", "C", "O", "H", "H", "H", "H", "H", "H"],
  "positions_angstrom": [[-1.33, -1.20, -1.24], [-0.38, -0.24, -0.55], [0.21, 0.85, -1.22], [1.05, 1.73, -0.72], [1.40, 1.60, 0.59], [2.45, 2.62, 1.40], [0.85, 0.54, 1.29], [-0.01, -0.37, 0.77], [-0.49, -1.35, 1.54], [-2.21, -0.67, -1.62], [-1.66, -1.98, -0.57], [-0.85, -1.68, -2.08], [-0.02, 0.99, -2.28], [1.13, 0.48, 2.25], [-0.14, -1.31, 2.46]],
  "lowdin_charge": [-0.04, -0.19, -0.08, 0.06, -0.89, 0.56, 0.11, -0.30, 0.13, 0.09, 0.07, 0.08, 0.13, 0.12, 0.15]
}

---

Run b
{
  "formula": "C5H6N2OS",
  "method": "ωB97M-V/def2-TZVPD",
  "total_charge": 0,
  "homo_ev": -8.814,
  "lumo_energy_ev": -0.4,
  "orbital_gap_ev": 8.4,
  "species": ["C", "C", "C", "C", "C", "N", "N", "O", "S", "H", "H", "H", "H", "H", "H"],
  "positions_angstrom": [[0.95, 2.01, -0.02], [-0.18, 0.25, 0.06], [1.16, -0.12, -0.13], [-1.88, -0.84, 0.11], [1.80, -1.47, -0.10], [1.80, 1.09, -0.21], [-0.29, 1.63, 0.12], [-4.39, -0.71, 0.25], [-3.20, 0.07, -0.03], [1.23, 3.13, -0.08], [-1.65, -1.81, 0.18], [1.74, -2.12, -1.11], [2.72, -1.29, 0.25], [1.25, -2.10, 0.59], [-1.07, 2.30, 0.11]],
  "lowdin_charge": [-0.30, -0.08, -0.32, -0.22, -0.04, 0.09, 0.06, -0.56, 0.85, 0.16, -0.01, 0.13, 0.02, 0.07, 0.16]
}

---

Top of the stability list: run a, leading by 4.249 eV.

---

Run a
{
  "formula": "H41O20",
  "method": "ωB97M-V/def2-TZVPD",
  "spin_multiplicity": 2,
  "total_charge": 2,
  "homo_ev": [-15.565, -15.565],
  "lumo_energy_ev": [-5.8, -12.4],
  "orbital_gap_ev": [9.7, 3.2],
  "species": ["O", "H", "O", "H", "H", "O", "H", "H", "O", "H", "H", "O", "H", "H", "O", "H", "H", "O", "H", "H", "O", "H", "H", "O", "H", "H", "O", "H", "H", "O", "H", "H", "O", "H", "H", "O", "H", "H", "O", "H", "H", "O", "H", "H", "O", "H", "H", "O", "H", "H", "O", "H", "H", "O", "H", "H", "O", "H", "H", "H", "H"],
  "positions_angstrom": [[0.60, 2.95, 2.40], [1.15, -1.45, 1.44], [-0.51, 3.99, -2.77], [-0.65, 4.75, -2.19], [-4.63, -2.02, 1.20], [1.02, -0.07, -3.44], [0.43, -0.66, -3.91], [1.27, -0.21, -2.53], [3.22, -2.06, -3.04], [3.12, -1.56, -3.85], [0.94, 2.90, 0.10], [-3.25, -1.96, -2.79], [-0.28, -1.25, 5.91], [2.41, -1.88, -2.59], [-0.07, -1.51, 5.01], [3.36, 3.19, 2.48], [-3.61, -1.94, -3.69], [1.54, 2.09, -4.69], [0.57, -1.64, 2.85], [3.07, 2.19, 1.46], [-1.78, -0.69, 1.52], [-1.14, -0.09, 1.15], [-1.93, -2.61, 1.50], [3.12, -0.01, -0.46], [3.60, 0.24, 0.33], [-4.06, -2.22, -2.34], [-1.18, -3.23, 1.70], [-0.01, -2.68, 1.72], [-1.25, -3.88, 0.98], [-1.66, 2.42, 0.55], [-1.29, 2.17, 1.40], [0.79, 2.73, -4.73], [1.00, -3.19, -0.38], [1.79, -3.67, -0.68], [1.30, -2.29, -0.54], [2.29, -0.23, 3.68], [2.84, -0.97, 3.92], [2.28, 0.37, 4.43], [0.41, 0.48, 0.47], [-1.38, 4.09, -3.18], [0.71, 0.34, -0.42], [0.96, -2.14, 2.09], [-2.44, 2.89, 0.83], [0.90, 3.45, 3.17], [1.83, 2.56, -0.05], [-1.07, -2.09, -1.83], [2.15, 2.85, -0.90], [-0.36, -1.42, -1.88], [-1.11, -0.80, -1.99], [0.43, 1.41, 0.65], [3.14, 2.25, 2.42], [1.21, 2.21, 2.23], [1.30, 1.21, -4.13], [-4.42, -2.69, 0.53], [0.55, -2.20, 5.29], [-5.37, -2.79, 0.35], [-5.60, 2.30, -1.29], [-4.79, 2.74, -1.51], [-5.73, 1.90, -0.43], [-2.33, -0.45, 2.26], [3.63, -0.55, -1.07]],
  "lowdin_spin": [0.00, 0.00, 0.00, 0.00, 0.00, 0.00, 0.00, 0.00, 0.00, 0.00, 0.00, 0.00, 0.00, 0.00, 0.00, 0.00, 0.00, 0.97, 0.00, 0.00, 0.00, 0.00, 0.00, 0.00, 0.00, 0.00, 0.00, 0.00, 0.00, 0.00, 0.00, 0.01, 0.00, 0.00, 0.00, 0.00, 0.00, 0.00, 0.00, 0.00, 0.00, 0.00, 0.00, 0.00, 0.00, 0.00, 0.00, 0.00, 0.00, 0.00, 0.00, 0.00, 0.01, 0.00, 0.00, 0.00, 0.00, 0.00, 0.00, 0.00, 0.00]
}

---

Run b
{
  "formula": "H41O20",
  "method": "ωB97M-V/def2-TZVPD",
  "spin_multiplicity": 2,
  "total_charge": 2,
  "homo_ev": [-15.700, -15.697],
  "lumo_energy_ev": [-6.0, -13.6],
  "orbital_gap_ev": [9.7, 2.1],
  "species": ["O", "H", "O", "H", "H", "O", "H", "H", "O", "H", "H", "O", "H", "H", "O", "H", "H", "O", "H", "H", "O", "H", "H", "O", "H", "H", "O", "H", "H", "O", "H", "H", "O", "H", "H", "O", "H", "H", "O", "H", "H", "O", "H", "H", "O", "H", "H", "O", "H", "H", "O", "H", "H", "O", "H", "H", "O", "H", "H", "H", "H"],
  "positions_angstrom": [[2.96, -0.04, 1.77], [4.62, -0.48, -3.51], [-4.04, -2.81, -1.49], [-4.49, -2.16, -2.07], [-6.15, 0.88, 0.62], [1.40, -0.55, -0.19], [1.89, -0.22, -0.96], [0.43, -0.46, -0.32], [-1.47, -3.12, -2.09], [-1.09, -3.96, -1.76], [1.37, 3.43, -3.66], [-3.85, -1.93, 3.64], [1.48, -1.66, 4.13], [-1.62, -3.26, -3.04], [1.35, -1.35, 3.21], [-0.50, 0.73, -3.64], [-4.81, -1.85, 3.75], [-1.16, -0.22, -0.73], [4.54, 0.18, -2.10], [-0.46, 2.30, -4.06], [0.99, 1.35, 2.69], [1.53, 2.01, 2.24], [0.45, 0.96, 2.00], [2.95, -4.28, -1.03], [2.88, -3.32, -0.92], [-3.76, -1.38, 2.84], [-3.14, 1.07, 3.68], [-3.60, 0.59, 4.38], [-3.61, 1.89, 3.49], [2.27, 4.66, -0.31], [1.89, 5.46, -0.66], [-1.47, -1.10, -1.00], [0.37, -3.09, 4.76], [-0.10, -3.58, 4.09], [0.83, -3.56, 5.46], [1.82, 0.62, -2.85], [1.16, -0.02, -2.59], [2.67, 0.25, -3.13], [4.05, 1.70, -1.77], [-3.34, -2.28, -1.08], [4.92, 2.10, -1.93], [4.53, -0.70, -2.57], [2.51, 4.06, -1.02], [3.48, -0.84, 1.92], [0.62, 3.79, -3.18], [-0.38, 1.98, -0.94], [0.41, 3.19, -2.45], [0.20, 2.39, -0.28], [-0.08, 3.31, -0.41], [3.48, 2.04, -2.46], [-0.91, 1.44, -4.13], [2.33, -0.25, 0.97], [-1.82, -0.08, -0.01], [-5.21, 1.12, 0.53], [2.23, 0.10, 2.53], [-5.16, 0.89, -0.41], [-3.01, -0.14, 1.36], [-3.95, -0.22, 1.11], [-3.06, 0.08, 2.34], [0.39, -1.28, 3.20], [3.22, -4.36, -1.95]],
  "lowdin_spin": [0.00, 0.00, 0.43, 0.00, 0.00, 0.00, 0.00, 0.00, 0.25, 0.00, 0.00, 0.00, 0.00, 0.00, 0.00, 0.00, 0.00, 0.00, 0.00, 0.00, 0.00, 0.00, 0.00, 0.08, 0.00, 0.00, 0.00, 0.00, 0.00, 0.00, 0.00, 0.00, 0.00, 0.00, 0.00, 0.00, 0.00, 0.00, 0.00, 0.00, 0.00, 0.00, 0.00, 0.00, 0.00, 0.00, 0.00, 0.00, 0.00, 0.00, 0.21, 0.00, 0.00, 0.00, 0.00, 0.00, 0.02, 0.00, 0.00, 0.00, 0.00]
}

---

Top of the stability list: run a, leading by 0.368 eV.